[1]
{"formula": "C18H26BCeN12O2", "method": "ωB97M-V/def2-TZVPD", "multiplicity": 2, "charge": 4, "homo_energy_ev": [-20.701, -20.699], "e_lumo_ev": [-14.9536, -15.1800], "s2": 0.76, "e_above_lowest_kcal_mol": 42.9, "elements": ["Ce", "O", "O", "N", "N", "N", "N", "N", "N", "N", "N", "N", "N", "N", "N", "C", "C", "C", "C", "C", "C", "C", "C", "C", "C", "C", "C", "C", "C", "C", "C", "C", "C", "B", "H", "H", "H", "H", "H", "H", "H", "H", "H", "H", "H", "H", "H", "H", "H", "H", "H", "H", "H", "H", "H", "H", "H", "H", "H", "H"], "xyz": [[0.156, -0.103, 0.149], [0.665, -2.002, 0.997], [0.077, -3.808, 2.159], [1.683, 0.066, -1.728], [0.477, 2.078, -5.283], [1.341, 0.793, -2.831], [-1.407, -0.032, -1.668], [3.404, -1.627, 1.814], [0.235, 2.679, -1.606], [-0.009, 2.526, -4.115], [-0.343, -0.261, 2.757], [3.697, -1.131, 4.055], [0.108, 2.236, -0.324], [2.420, -2.954, 3.431], [-1.193, 0.848, -2.691], [2.237, 0.575, -3.806], [-2.227, 0.792, -3.548], [0.206, 2.917, -6.242], [0.769, -2.097, 5.104], [-0.740, 3.631, -4.366], [0.642, 4.417, -0.290], [0.072, -2.625, 1.934], [2.799, -0.606, -2.052], [-0.617, 3.935, -5.716], [3.190, -0.315, -3.352], [1.807, -3.168, 4.734], [-0.726, -1.686, 2.956], [3.204, -1.940, 3.117], [0.346, 3.292, 0.468], [-2.587, -0.621, -1.911], [-3.145, -0.131, -3.086], [0.570, 3.981, -1.597], [-0.586, -2.214, 4.392], [0.096, 1.726, -2.827], [1.329, -4.147, 4.712], [0.567, -2.236, 6.169], [0.756, 4.543, -2.491], [3.274, -1.273, -1.349], [0.453, -0.060, 3.378], [3.685, -1.423, 5.022], [-0.873, -3.268, 4.367], [-1.780, -1.806, 2.655], [4.375, -0.423, 3.818], [-1.109, 0.322, 3.118], [-1.322, -1.685, 5.007], [-2.984, -1.370, -1.242], [2.147, 1.038, -4.773], [1.200, -1.097, 4.997], [2.584, -3.198, 5.502], [-1.296, 4.145, -3.608], [2.136, -3.600, 2.704], [3.150, -2.324, 1.125], [-1.108, 4.709, -6.271], [4.041, -0.688, -3.880], [-2.279, 1.385, -4.437], [4.212, -1.065, 1.581], [-4.079, -0.403, -3.531], [0.279, 3.202, 1.541], [0.871, 5.402, 0.061], [0.511, 2.753, -7.256]]}



[2]
{"formula": "C2H4N4O", "method": "ωB97M-V/def2-TZVPD", "multiplicity": 1, "homo_energy_ev": -10.132, "e_lumo_ev": -0.9372, "e_above_lowest_kcal_mol": 158.3, "elements": ["O", "N", "N", "N", "N", "C", "C", "H", "H", "H", "H"], "xyz": [[-2.196, -0.708, 0.335], [-0.009, -1.061, -0.081], [-1.128, -0.200, -0.698], [0.577, 1.133, 0.241], [2.210, -0.629, -0.052], [-0.671, 1.166, -0.311], [1.060, -0.185, 0.040], [-1.388, 1.972, -0.323], [0.395, -1.626, -0.791], [2.674, 0.201, 0.295], [-1.522, -0.063, 1.345]]}



[3]
{"formula": "C2H9N2S", "method": "ωB97M-V/def2-TZVPD", "multiplicity": 1, "charge": 1, "homo_energy_ev": -14.305, "e_lumo_ev": -4.0809, "e_above_lowest_kcal_mol": 37.2, "elements": ["S", "N", "N", "C", "C", "H", "H", "H", "H", "H", "H", "H", "H", "H"], "xyz": [[-0.403, 1.261, -1.260], [-1.208, -0.461, 1.287], [0.394, -1.228, -0.824], [1.209, 1.416, -0.251], [-0.634, -0.392, -0.863], [1.360, -0.845, -1.005], [1.108, 0.541, 0.377], [2.129, 1.443, -0.810], [1.204, 2.261, 0.413], [-1.612, -0.717, -1.083], [-0.673, -1.133, 1.701], [0.099, -2.217, -0.934], [-2.220, -0.373, 1.633], [-0.751, 0.445, 1.618]]}



[4]
{"formula": "C46H98Cl18O23P4", "method": "ωB97M-V/def2-TZVPD", "multiplicity": 1, "homo_energy_ev": -8.770, "e_lumo_ev": 0.1152, "elements": ["Cl", "Cl", "Cl", "Cl", "Cl", "Cl", "Cl", "Cl", "Cl", "Cl", "Cl", "Cl", "Cl", "Cl", "Cl", "Cl", "Cl", "Cl", "P", "P", "P", "P", "O", "O", "O", "O", "O", "O", "O", "O", "O", "O", "O", "O", "O", "O", "O", "O", "O", "O", "O", "O", "O", "O", "O", "C", "C", "C", "C", "C", "C", "C", "C", "C", "C", "C", "C", "C", "C", "C", "C", "C", "C", "C", "C", "C", "C", "C", "C", "C", "C", "C", "C", "C", "C", "C", "C", "C", "C", "C", "C", "C", "C", "C", "C", "C", "C", "C", "C", "C", "C", "H", "H", "H", "H", "H", "H", "H", "H", "H", "H", "H", "H", "H", "H", "H", "H", "H", "H", "H", "H", "H", "H", "H", "H", "H", "H", "H", "H", "H", "H", "H", "H", "H", "H", "H", "H", "H", "H", "H", "H", "H", "H", "H", "H", "H", "H", "H", "H", "H", "H", "H", "H", "H", "H", "H", "H", "H", "H", "H", "H", "H", "H", "H", "H", "H", "H", "H", "H", "H", "H", "H", "H", "H", "H", "H", "H", "H", "H", "H", "H", "H", "H", "H", "H", "H", "H", "H", "H", "H", "H", "H", "H", "H", "H", "H", "H", "H", "H"], "xyz": [[2.946, -0.074, -7.390], [-3.047, 6.799, 2.101], [-1.007, 0.443, 0.755], [-0.554, -2.057, -0.765], [1.000, 0.396, -1.354], [-3.056, 1.729, 5.334], [-4.211, 0.115, -1.606], [4.191, 1.155, -5.038], [-0.635, -0.623, -4.334], [-1.250, 4.589, 1.141], [-5.761, 0.974, 0.594], [-5.743, 1.169, 4.290], [1.301, 1.735, -5.659], [-0.836, -2.213, -6.766], [-4.724, 2.937, -1.327], [-3.731, 2.450, 2.552], [-3.061, -0.574, -6.011], [-0.440, 6.265, 3.393], [3.818, 5.310, 0.096], [5.454, 0.477, 3.986], [-2.368, -4.877, -2.994], [-0.783, 5.724, -2.516], [1.095, 2.130, 6.461], [-7.042, -0.122, -3.356], [-3.769, -5.688, -3.088], [7.014, 0.686, -0.527], [2.817, 6.338, -0.641], [-1.883, 6.545, -1.650], [-1.654, -4.634, -4.295], [3.575, -3.023, 0.960], [-3.330, -2.318, 2.452], [-1.507, -5.735, -1.937], [6.543, 0.023, 3.064], [4.659, -0.704, 4.883], [-3.231, -6.872, 3.368], [3.280, 5.394, 1.659], [6.094, 1.440, 5.071], [3.280, 3.817, -0.340], [4.266, 1.374, 3.337], [-1.566, 4.370, -3.105], [-0.639, 6.594, -3.900], [5.260, 5.548, -0.103], [-2.789, -3.569, -2.167], [0.512, 5.446, -1.940], [2.683, -4.031, -2.750], [0.736, 2.948, 5.371], [-1.720, -1.557, -5.399], [2.006, -3.219, -4.760], [-0.214, -5.354, -1.632], [2.958, -1.845, 1.430], [2.962, 1.333, -6.294], [6.715, 1.897, -1.170], [2.363, -4.514, -4.016], [3.553, 6.596, 2.307], [-5.381, 1.291, -1.044], [-4.939, -2.405, 3.964], [5.391, -1.587, 5.730], [0.192, 7.768, -4.009], [2.592, -3.998, 0.668], [-7.221, -2.445, -3.669], [-3.076, -5.494, 3.110], [-4.661, -5.449, -4.173], [-6.154, -0.419, -4.438], [1.927, 3.552, -0.098], [5.535, 1.530, -2.039], [1.261, 0.773, 4.553], [4.435, 2.571, 2.587], [-4.326, 2.234, 4.218], [3.286, -2.762, -2.850], [-4.707, -1.899, 2.502], [-2.661, -7.712, 2.334], [-3.105, 6.972, -2.101], [-0.529, -0.292, -0.778], [-2.009, -6.738, 1.340], [-8.000, -1.204, -3.311], [-3.460, -3.620, -0.889], [5.354, 2.081, 6.071], [3.276, 6.966, -1.833], [-1.788, 5.573, 2.582], [2.982, -2.237, -4.262], [-3.683, -2.138, 4.704], [-1.824, -5.524, 2.243], [1.840, -2.365, 2.350], [0.593, 2.090, 4.118], [1.001, 0.766, 6.061], [-5.915, -1.891, -4.243], [5.742, 0.064, -0.155], [1.646, -3.764, 1.849], [4.741, 0.636, -1.126], [-0.959, 3.151, -3.507], [-2.678, -1.915, 3.656], [1.599, -5.291, -4.037], [-3.908, 6.417, -1.616], [-5.324, -2.459, 1.799], [1.513, 3.705, 5.257], [3.929, 2.430, 1.631], [4.388, 6.548, 3.007], [5.394, 0.308, 0.848], [5.076, 2.418, -2.474], [-6.680, -0.230, -5.373], [0.054, 0.261, 6.252], [-2.625, -6.490, 0.476], [0.699, 8.026, -3.079], [0.657, -3.923, 1.420], [-3.444, -3.011, 5.312], [5.321, -2.623, 5.399], [-5.047, -2.081, -3.611], [-0.477, 2.012, 3.923], [3.668, 7.501, 1.709], [-2.253, 4.871, 3.274], [-4.611, -6.221, -4.940], [4.343, -0.244, -1.632], [1.507, 3.126, -1.010], [3.948, 1.200, -0.634], [2.575, -1.307, 0.562], [-1.996, -8.426, 2.820], [-0.397, 8.629, -4.326], [5.474, 2.852, 2.413], [1.123, 2.511, 3.264], [-0.962, -5.687, 2.889], [3.897, -2.297, -4.852], [-4.770, -0.816, 2.391], [-5.727, -2.259, -5.251], [3.008, -5.003, 0.618], [-3.179, 6.765, -3.169], [-3.905, -1.296, 5.359], [3.234, -5.032, -4.419], [-2.538, -0.846, 3.501], [-8.513, -1.242, -2.350], [2.842, -2.118, -2.092], [1.006, 7.636, -4.722], [0.105, 3.350, -3.631], [-0.125, -5.139, -0.567], [-1.256, 0.045, -1.516], [-3.291, 8.040, -1.993], [0.086, -4.408, -2.083], [0.988, -2.985, -4.447], [-5.717, -1.788, 4.414], [6.441, -1.300, 5.785], [-0.182, 3.428, 5.711], [4.260, 6.694, -2.216], [7.520, 2.265, -1.806], [0.861, -0.073, 3.995], [-1.423, 2.943, -4.471], [-7.872, -3.069, -4.280], [3.310, 8.052, -1.756], [-4.462, -3.213, -1.024], [1.367, 4.443, 0.188], [1.788, 0.225, 6.586], [-1.136, 2.330, -2.813], [-1.081, -7.095, 0.894], [-3.192, -2.857, -0.157], [-3.559, -4.610, -0.445], [3.645, -1.230, 2.012], [-6.907, -2.982, -2.774], [1.778, -4.520, 2.623], [-2.904, -4.907, 4.012], [2.334, 0.789, 4.361], [-5.721, -5.432, -3.919], [2.668, 6.759, -2.714], [4.999, -1.647, 6.745], [2.174, -2.330, 3.387], [5.714, 1.816, 7.065], [-3.895, -4.994, 2.592], [6.555, 2.727, -0.483], [0.498, -6.172, -1.732], [5.381, 3.171, 6.040], [3.931, 3.405, 3.075], [4.308, 1.787, 5.987], [1.928, 2.795, 0.685], [-8.812, -0.924, -3.981], [-1.674, -4.567, 1.743], [-6.312, 1.287, -1.611], [2.066, -3.880, -0.279], [2.035, -3.367, -5.840], [-5.317, 0.279, -4.466], [-3.368, -8.310, 1.759], [-1.753, -2.493, 3.669], [5.898, 0.989, -2.913], [2.798, 6.870, 3.043], [-4.588, 3.253, 4.503], [2.526, -1.248, -4.257], [0.935, -1.780, 2.186], [3.240, 2.142, -6.970], [-2.155, -2.389, -4.844], [-5.268, -3.444, 3.986], [-4.526, -4.492, -4.677], [5.851, -1.021, -0.136], [4.357, -2.841, -2.667]]}



Here are the calculated DFT total energy numbers, same order: -2007.6877; -372.6481; -589.0105; -13191.0238 (hartree).